Density functional theory data (ωB97M-V/def2-TZVPD) for a structure of composition C37H33GeN3O7Ru at a distorted geometry.

The geometry in XYZ format:
```
82
C37H33GeN3O7Ru (ωB97M-V/def2-TZVPD)
Ru 0.083 -2.954 0.083
O -0.109 -2.883 2.068
C -1.149 -2.714 2.796
C -1.086 -2.963 4.185
C -2.129 -2.643 5.022
C -3.282 -2.026 4.520
C -3.404 -1.832 3.167
C -2.398 -2.234 2.267
C -2.664 -2.192 0.877
N -1.913 -2.664 -0.062
C -2.331 -2.437 -1.439
C -1.481 -3.323 -2.334
N -0.097 -3.144 -1.922
C 0.839 -3.471 -2.749
C 2.232 -3.424 -2.494
C 3.123 -3.716 -3.545
C 4.479 -3.562 -3.407
C 4.992 -3.097 -2.189
C 4.161 -2.859 -1.120
C 2.765 -3.063 -1.208
O 2.036 -2.955 -0.166
H -0.177 -3.407 4.570
H -2.050 -2.858 6.080
H -4.078 -1.723 5.188
H -4.302 -1.379 2.761
H -3.628 -1.775 0.577
H -2.132 -1.387 -1.686
H -3.396 -2.648 -1.573
H -1.617 -3.062 -3.387
H -1.753 -4.371 -2.177
H 0.534 -3.762 -3.755
H 2.703 -4.058 -4.485
H 5.140 -3.786 -4.234
H 6.057 -2.934 -2.082
H 4.546 -2.513 -0.170
O 1.861 -0.371 0.988
C 0.645 -0.250 1.093
O -0.272 -0.567 0.241
C 0.112 0.509 2.332
C 0.590 1.959 2.241
Ge 0.132 2.800 0.503
C -1.826 3.022 0.375
C -2.424 4.278 0.448
C -3.804 4.415 0.381
C -4.606 3.291 0.243
C -4.023 2.033 0.178
C -2.644 1.898 0.244
C 0.942 4.611 0.538
C 0.790 5.466 -0.554
C 1.369 6.725 -0.564
C 2.124 7.152 0.520
C 2.291 6.311 1.611
C 1.701 5.054 1.617
C 0.807 1.924 -1.119
C 2.170 1.673 -1.243
C 2.666 1.002 -2.350
C 1.803 0.583 -3.352
C 0.445 0.847 -3.246
C -0.050 1.512 -2.134
H 0.506 0.015 3.222
H -0.978 0.450 2.333
H 1.675 1.980 2.362
H 0.145 2.556 3.043
H -1.798 5.157 0.558
H -4.251 5.400 0.441
H -5.683 3.399 0.185
H -4.649 1.154 0.078
H -2.186 0.914 0.193
H 0.207 5.131 -1.406
H 1.235 7.375 -1.421
H 2.582 8.133 0.512
H 2.883 6.634 2.458
H 1.836 4.406 2.476
H 2.845 1.986 -0.455
H 3.725 0.790 -2.424
H 2.188 0.047 -4.211
H -0.235 0.523 -4.026
H -1.113 1.701 -2.045
O 1.123 -5.269 1.078
N 0.452 -5.966 0.300
O 0.638 -7.178 0.174
O -0.460 -5.394 -0.389
```

strongest force on any atom = 0.0441 Eh/bohr
energy relative to the best compared isomer or geometry (same formula, charge and spin) = 117.7 kJ/mol
charge = -1
2S+1 = 2
HOMO (alpha / beta) = -5.00 / -5.10 eV

Löwdin atomic charge list, values in e, 4 entries:
1. Ru 1.5149
2. O -0.1595
3. C -0.3374
4. C -0.0074



Density functional theory data (ωB97M-V/def2-TZVPD) for a structure of composition C37H33IKN5O5S2.

The geometry in XYZ format:
```
84
C37H33IKN5O5S2 (ωB97M-V/def2-TZVPD)
K -0.395 -1.120 -0.211
C -2.902 -2.594 2.177
C -2.709 -1.711 3.414
C -2.302 -2.564 4.610
C -1.732 -0.592 3.102
C -2.118 0.407 2.202
C -1.246 1.414 1.830
C 0.051 1.469 2.351
C 0.998 2.556 1.922
C 0.430 0.484 3.251
C -0.446 -0.536 3.619
H -3.643 -3.375 2.376
H -1.959 -3.080 1.907
H -3.241 -2.011 1.319
H -3.669 -1.235 3.645
H -1.389 -3.124 4.395
H -3.086 -3.291 4.832
H -2.132 -1.959 5.505
H -3.106 0.384 1.754
H -1.558 2.143 1.091
H 0.580 3.545 2.124
H 1.183 2.496 0.848
H 1.956 2.474 2.438
H 1.435 0.495 3.663
H -0.095 -1.301 4.300
N 6.563 3.333 0.226
C 5.430 2.751 -0.378
C 4.913 3.279 -1.558
C 3.776 2.733 -2.134
C 3.149 1.653 -1.533
C 3.658 1.120 -0.357
C 4.792 1.667 0.220
S 1.673 0.952 -2.228
O 1.705 -0.450 -1.844
O 1.701 1.229 -3.648
N 0.449 1.573 -1.444
C 0.066 2.860 -1.603
N 0.821 3.750 -2.288
C 0.342 4.980 -2.397
C -0.860 5.386 -1.850
C -1.545 4.413 -1.128
N -1.098 3.182 -0.989
H 7.184 3.770 -0.438
H 7.072 2.686 0.810
H 5.403 4.128 -2.024
H 3.357 3.135 -3.045
H 3.172 0.261 0.090
H 5.189 1.246 1.137
H 0.964 5.681 -2.951
H -1.240 6.392 -1.966
H -2.500 4.623 -0.651
I 2.407 -2.458 1.925
C 2.311 -4.457 1.280
C 3.374 -5.265 1.571
C 3.340 -6.622 1.178
C 2.250 -7.110 0.519
C 1.145 -6.276 0.214
C 0.019 -6.789 -0.472
C -1.031 -5.960 -0.753
C -0.995 -4.601 -0.366
C 0.060 -4.002 0.303
C 1.143 -4.895 0.589
H 4.234 -4.872 2.096
H 4.183 -7.265 1.406
H 2.213 -8.152 0.214
H 0.011 -7.835 -0.763
H -1.898 -6.349 -1.280
H -1.875 -4.007 -0.623
O -4.741 3.489 -0.221
S -5.031 2.337 -1.051
O -6.398 2.247 -1.522
N -4.524 0.970 -0.384
C -3.538 0.397 -1.093
O -2.956 -0.654 -0.804
C -3.153 1.192 -2.322
C -2.126 0.949 -3.213
C -1.879 1.891 -4.205
C -2.664 3.036 -4.311
C -3.709 3.270 -3.422
C -3.922 2.330 -2.436
H -1.500 0.073 -3.109
H -1.039 1.748 -4.874
H -2.442 3.767 -5.080
H -4.311 4.169 -3.480
```

strongest force on any atom = 0.0030 Eh/bohr
energy relative to the best compared isomer or geometry (same formula, charge and spin) = 13.0 kJ/mol
charge = -2
HOMO = -2.09 eV

Löwdin atomic charge list, values in e, 4 entries:
1. K 0.6043
2. C -0.0561
3. C -0.3765
4. C -0.0935



Density functional theory data (ωB97M-V/def2-TZVPD) for a structure of composition C37H34BF4InN4O5PS.

The geometry in XYZ format:
```
88
C37H34BF4InN4O5PS (ωB97M-V/def2-TZVPD)
In -0.436 0.838 1.344
C 1.666 3.476 2.749
O 0.796 2.421 3.138
C -0.140 2.804 4.139
C -1.345 3.485 3.524
O -1.983 2.615 2.595
C -3.250 2.092 3.002
C -3.157 1.165 4.191
O -2.271 0.115 3.875
C -2.100 -0.793 4.942
H 2.253 3.814 3.607
H 1.115 4.322 2.330
H 2.326 3.075 1.986
H 0.340 3.459 4.873
H -0.448 1.881 4.632
H -1.042 4.381 2.976
H -2.041 3.798 4.306
H -3.628 1.557 2.133
H -3.928 2.920 3.231
H -4.160 0.776 4.409
H -2.812 1.692 5.092
H -3.041 -1.296 5.191
H -1.731 -0.287 5.842
H -1.365 -1.530 4.625
S 2.923 3.448 -5.302
N 3.514 2.399 -4.227
C 2.738 2.474 -3.158
C 2.886 1.695 -1.946
C 3.903 0.757 -1.765
C 3.968 0.063 -0.578
C 3.006 0.325 0.395
N 2.034 1.210 0.235
C 1.959 1.892 -0.915
C 0.845 2.851 -1.062
N -0.039 2.948 -0.051
C -1.050 3.793 -0.178
C -1.241 4.603 -1.295
C -0.353 4.505 -2.336
C 0.713 3.608 -2.227
C 1.680 3.410 -3.291
N 1.673 4.025 -4.462
H 4.623 0.601 -2.558
H 4.745 -0.665 -0.389
H 3.017 -0.210 1.339
H -1.768 3.800 0.633
H -2.098 5.259 -1.339
H -0.465 5.089 -3.240
O 3.361 -3.179 1.330
C 2.485 -3.400 0.568
O 1.512 -2.419 0.296
C 2.200 -4.612 -0.239
C 2.923 -5.791 -0.187
C 2.516 -6.836 -1.004
C 1.417 -6.698 -1.850
C 0.698 -5.511 -1.904
C 1.106 -4.471 -1.085
P 0.477 -2.813 -0.882
C 0.744 -1.834 -2.322
C 0.030 -0.646 -2.475
C 0.244 0.141 -3.596
C 1.189 -0.242 -4.536
C 1.925 -1.413 -4.369
C 1.701 -2.220 -3.269
C -1.150 -2.674 -0.222
C -1.329 -2.900 1.148
C -2.601 -2.832 1.680
C -3.685 -2.546 0.858
C -3.509 -2.330 -0.500
C -2.240 -2.398 -1.049
H 3.772 -5.883 0.477
H 3.055 -7.773 -0.985
H 1.119 -7.529 -2.474
H -0.153 -5.408 -2.564
H -0.703 -0.320 -1.750
H -0.339 1.045 -3.714
H 1.358 0.372 -5.411
H 2.661 -1.701 -5.108
H 2.260 -3.140 -3.150
H -0.478 -3.093 1.788
H -2.750 -2.985 2.740
H -4.676 -2.473 1.285
H -4.346 -2.062 -1.127
H -2.107 -2.206 -2.105
F -2.969 0.655 0.224
B -3.133 1.233 -1.078
F -3.720 2.482 -0.950
F -1.822 1.373 -1.626
F -3.872 0.370 -1.877
```

strongest force on any atom = 0.0022 Eh/bohr
energy relative to the best compared isomer or geometry (same formula, charge and spin) = 0.0 kJ/mol
charge = +1
HOMO = -10.17 eV

Löwdin atomic charge list, values in e, 4 entries:
1. In 1.0184
2. C -0.0813
3. O -0.3004
4. C -0.1793